[1]
Molecular formula: C40H80N3O14PS
Method: DFT, ωB97M-V with the def2-TZVPD basis set

The value obtained for the frontier orbital gap is 6.17 eV. As for the spin multiplicity: 1. For the lowest unoccupied orbital energy, the calculation gives -0.073 hartree. Its energy above the lowest of the compared OMol25 structures with the same formula, charge and spin is 1433.5 kJ/mol. As for the total energy: -96014.891 eV. As for the charge: 0.

Element x y z (Å)
1 C 0.97 4.44 6.36
2 C 1.21 3.06 5.77
3 C 1.82 3.09 4.21
4 C 0.97 3.50 3.02
5 C -0.58 3.91 3.34
6 C -1.56 4.02 2.04
7 C -2.44 2.64 1.74
8 C -3.78 2.53 2.70
9 C -3.57 1.65 4.07
10 C -2.97 0.14 3.84
11 C -4.09 -0.92 3.19
12 C -3.36 -2.28 2.57
13 C -2.37 -3.03 3.63
14 C -0.86 -3.12 2.92
15 C 1.73 3.52 1.57
16 O 1.50 4.35 0.55
17 C 2.98 2.43 1.33
18 C 3.30 1.85 -0.17
19 C 2.87 0.30 -0.43
20 C 4.03 -0.50 -1.32
21 S 3.50 -0.89 -3.07
22 O 3.59 -2.45 -3.26
23 O 2.12 -0.32 -3.48
24 O 4.65 -0.24 -4.20
25 C 3.80 2.03 2.52
26 C 5.10 1.01 2.47
27 P 6.61 1.77 1.50
28 O 6.93 0.99 0.16
29 O 6.35 3.46 1.10
30 O 8.04 1.55 2.53
31 C 3.40 2.65 4.02
32 O 4.31 2.78 5.02
33 H 1.82 4.93 7.03
34 H -0.03 4.98 6.09
35 H 1.02 2.09 6.38
36 H -1.02 3.04 4.03
37 H -0.69 4.93 3.95
38 H -1.06 4.41 1.05
39 H -2.39 4.84 2.32
40 H -2.87 2.79 0.63
41 H -1.73 1.71 1.80
42 H -4.20 3.59 3.05
43 H -4.66 2.00 2.10
44 H -2.92 2.20 4.90
45 H -4.65 1.51 4.55
46 H -2.72 -0.30 4.92
47 H -1.95 0.10 3.25
48 H -4.79 -1.32 4.07
49 H -4.73 -0.41 2.36
50 H -4.24 -3.02 2.26
51 H -2.75 -2.00 1.59
52 H -2.27 -2.51 4.68
53 H -2.77 -4.14 3.75
54 H -0.38 -4.14 3.27
55 H -0.93 -3.19 1.74
56 H -0.24 -2.18 3.27
57 H 2.67 2.52 -0.93
58 H 4.44 2.05 -0.47
59 H 2.72 -0.33 0.57
60 H 1.82 0.31 -0.97
61 H 4.36 -1.53 -0.82
62 H 5.02 0.17 -1.41
63 H 5.59 -0.51 -3.92
64 H 4.83 -0.07 2.08
65 H 5.50 0.90 3.59
66 H 7.15 3.79 0.56
67 H 8.25 0.56 2.42
68 C -1.21 -0.26 -4.62
69 O -1.64 0.77 -3.74
70 C -0.67 1.82 -3.59
71 C -1.16 3.12 -4.24
72 N -1.18 3.00 -5.71
73 C -1.90 4.10 -6.37
74 C -3.40 4.24 -6.09
75 O -4.20 3.17 -6.60
76 C -4.27 2.03 -5.75
77 H -1.94 -1.08 -4.55
78 H -1.19 0.09 -5.66
79 H -0.23 -0.64 -4.34
80 H 0.32 1.52 -3.98
81 H -0.56 1.99 -2.52
82 H -0.50 3.94 -3.96
83 H -2.16 3.32 -3.85
84 H -1.63 2.13 -5.97
85 H -1.77 3.94 -7.45
86 H -1.39 5.04 -6.14
87 H -3.75 5.14 -6.61
88 H -3.62 4.41 -5.03
89 H -4.23 2.29 -4.69
90 H -3.48 1.32 -6.01
91 H -5.23 1.53 -5.94
92 C -11.19 -0.98 4.56
93 O -10.49 -2.17 4.24
94 C -10.91 -2.76 3.00
95 C -9.79 -2.64 1.94
96 N -9.61 -1.25 1.51
97 C -8.39 -1.04 0.72
98 C -7.04 -1.30 1.42
99 O -6.74 -0.38 2.47
100 C -7.30 -0.71 3.73
101 H -10.93 -0.69 5.58
102 H -10.89 -0.16 3.89
103 H -12.27 -1.13 4.51
104 H -11.85 -2.32 2.63
105 H -11.09 -3.82 3.20
106 H -10.06 -3.26 1.07
107 H -8.88 -3.05 2.39
108 H -9.56 -0.66 2.34
109 H -8.41 0.01 0.40
110 H -8.45 -1.65 -0.19
111 H -6.25 -1.16 0.66
112 H -6.93 -2.34 1.76
113 H -7.39 -1.80 3.88
114 H -8.27 -0.23 3.84
115 H -6.65 -0.31 4.51
116 C 9.10 -5.95 -5.28
117 O 8.50 -5.90 -3.99
118 C 9.46 -5.96 -2.92
119 C 9.53 -4.61 -2.18
120 N 10.14 -3.58 -3.01
121 C 9.98 -2.22 -2.47
122 C 8.55 -1.67 -2.35
123 O 7.91 -1.44 -3.61
124 C 7.28 -2.58 -4.16
125 H 8.30 -6.06 -6.02
126 H 9.63 -5.02 -5.49
127 H 9.78 -6.80 -5.37
128 H 10.46 -6.27 -3.28
129 H 9.11 -6.72 -2.22
130 H 10.12 -4.74 -1.26
131 H 8.51 -4.34 -1.90
132 H 9.72 -3.60 -3.94
133 H 10.55 -1.55 -3.14
134 H 10.48 -2.17 -1.50
135 H 8.63 -0.68 -1.88
136 H 7.92 -2.27 -1.69
137 H 6.89 -3.26 -3.40
138 H 7.97 -3.10 -4.83
139 H 6.44 -2.25 -4.78

***

[2]
Molecular formula: C40H80O30
Method: DFT, ωB97M-V with the def2-TZVPD basis set

The value obtained for the frontier orbital gap is 10.77 eV. As for the spin multiplicity: 1. For the lowest unoccupied orbital energy, the calculation gives 0.023 hartree. Its energy above the lowest of the compared OMol25 structures with the same formula, charge and spin is 532.8 kJ/mol. As for the total energy: -104199.019 eV. As for the charge: 0.

Element x y z (Å)
1 C 4.66 21.91 -1.40
2 C 4.73 22.96 -0.28
3 O 3.61 23.81 -0.40
4 C 3.43 24.82 0.46
5 O 3.90 24.89 1.61
6 O 2.47 25.56 -0.01
7 C 2.15 26.76 0.66
8 H 4.31 22.27 -2.37
9 H 3.97 21.10 -1.17
10 H 5.65 21.48 -1.53
11 H 5.61 23.57 -0.46
12 H 4.86 22.51 0.70
13 H 2.99 27.43 0.45
14 H 1.70 26.64 1.64
15 H 1.32 27.28 0.18
16 C -3.75 21.87 0.33
17 C -3.18 23.22 0.00
18 O -2.41 23.77 1.06
19 C -2.22 25.06 1.17
20 O -2.65 25.97 0.41
21 O -1.54 25.33 2.30
22 C -1.32 26.62 2.83
23 H -4.36 21.61 -0.54
24 H -4.27 21.92 1.28
25 H -2.98 21.09 0.27
26 H -4.10 23.78 -0.20
27 H -2.55 23.04 -0.87
28 H -0.92 27.29 2.06
29 H -0.57 26.61 3.62
30 H -2.20 27.07 3.28
31 C -1.43 28.97 6.17
32 C -0.27 28.04 6.55
33 O 0.59 27.83 5.43
34 C 1.62 28.63 5.12
35 O 1.95 29.56 5.76
36 O 2.30 27.98 4.20
37 C 3.55 28.48 3.67
38 H -2.14 29.14 6.98
39 H -1.96 28.52 5.33
40 H -1.01 29.91 5.82
41 H -0.76 27.11 6.84
42 H 0.24 28.45 7.41
43 H 3.87 27.78 2.90
44 H 4.33 28.71 4.39
45 H 3.28 29.41 3.16
46 C -2.12 16.93 -1.39
47 C -1.77 18.32 -1.82
48 O -1.14 19.09 -0.79
49 C -0.72 20.39 -1.04
50 O -0.64 20.96 -2.16
51 O -0.41 20.96 0.09
52 C 0.24 22.25 0.14
53 H -1.30 16.24 -1.56
54 H -3.00 16.52 -1.90
55 H -2.49 16.93 -0.36
56 H -2.51 18.96 -2.29
57 H -0.98 18.25 -2.57
58 H 1.32 22.21 -0.03
59 H 0.15 22.70 1.13
60 H -0.21 22.97 -0.54
61 C -2.63 31.28 2.29
62 C -1.75 30.12 1.93
63 O -0.47 30.66 2.10
64 C 0.51 30.39 1.14
65 O 0.42 29.48 0.33
66 O 1.62 31.16 1.39
67 C 2.76 31.03 0.55
68 H -2.76 32.10 1.60
69 H -2.31 31.83 3.17
70 H -3.66 30.95 2.39
71 H -1.88 29.78 0.90
72 H -1.94 29.27 2.59
73 H 2.75 31.66 -0.33
74 H 2.82 30.01 0.16
75 H 3.60 31.34 1.17
76 C -3.57 20.87 -4.76
77 C -3.02 22.16 -4.02
78 O -3.74 23.29 -4.52
79 C -3.59 24.50 -3.88
80 O -2.86 24.75 -2.91
81 O -4.39 25.37 -4.43
82 C -4.12 26.73 -4.30
83 H -2.80 20.10 -4.60
84 H -3.78 21.09 -5.81
85 H -4.49 20.50 -4.32
86 H -1.95 22.28 -4.15
87 H -3.06 22.07 -2.93
88 H -3.69 26.97 -3.32
89 H -5.08 27.24 -4.36
90 H -3.52 27.04 -5.15
91 C -5.99 25.03 1.97
92 C -6.17 24.22 3.24
93 O -4.97 23.67 3.68
94 C -4.83 22.32 3.84
95 O -5.72 21.41 3.60
96 O -3.52 22.20 4.09
97 C -2.93 20.87 4.09
98 H -5.03 25.54 1.89
99 H -6.75 25.79 1.85
100 H -5.92 24.34 1.13
101 H -6.85 23.41 2.96
102 H -6.61 24.75 4.08
103 H -1.94 20.73 4.51
104 H -2.81 20.65 3.02
105 H -3.55 20.10 4.56
106 C -8.25 18.84 -0.32
107 C -6.74 18.97 -0.11
108 O -6.43 18.25 1.01
109 C -5.21 18.03 1.31
110 O -4.17 18.26 0.61
111 O -5.31 17.24 2.33
112 C -4.24 16.40 2.76
113 H -8.50 17.83 -0.63
114 H -8.63 19.53 -1.08
115 H -8.74 19.10 0.62
116 H -6.48 20.03 -0.04
117 H -6.23 18.65 -1.02
118 H -4.73 15.52 3.17
119 H -3.84 16.87 3.66
120 H -3.43 16.17 2.07
121 C -8.20 25.54 6.72
122 C -7.21 26.11 7.71
123 O -6.02 25.35 7.49
124 C -5.08 25.92 6.68
125 O -5.07 27.07 6.29
126 O -4.16 24.98 6.36
127 C -2.89 25.37 5.76
128 H -9.21 25.94 6.77
129 H -8.12 24.46 6.69
130 H -7.87 25.73 5.70
131 H -7.78 25.92 8.62
132 H -7.16 27.17 7.46
133 H -3.01 25.81 4.77
134 H -2.16 24.56 5.78
135 H -2.45 26.15 6.38
136 C -6.91 28.33 3.62
137 C -7.00 29.27 2.44
138 O -6.71 28.72 1.20
139 C -5.41 28.69 0.76
140 O -4.39 28.78 1.46
141 O -5.44 28.57 -0.61
142 C -4.21 28.84 -1.34
143 H -5.92 27.88 3.68
144 H -7.73 27.65 3.42
145 H -7.07 28.88 4.55
146 H -6.34 30.11 2.67
147 H -7.96 29.79 2.43
148 H -4.41 29.05 -2.40
149 H -3.61 27.93 -1.37
150 H -3.65 29.70 -1.00